(1)
Molecular formula: C35H98F3N8O17S
Method: DFT, ωB97M-V/def2-TZVPD

Computed properties:
- orbital gap (eV) = 8.454
- charge = +5
- spin multiplicity = 1

Geometry (Å):
C 0.73689 -3.39231 -5.42005
C 1.40499 -2.08965 -5.79131
C 2.93115 -2.20954 -6.08583
O 3.38906 -2.64540 -4.85390
C 4.80080 -2.59510 -4.71497
N 0.62140 -1.44105 -6.97743
H -0.11255 -0.92462 -6.50907
H 1.28540 -0.84293 -7.47459
H 0.31526 -2.22911 -7.55717
H -0.26705 -3.22505 -4.96291
H 1.30353 -3.74978 -4.56843
H 0.74495 -4.21435 -6.16941
H 1.34670 -1.33981 -5.01525
H 3.41092 -1.23478 -6.34742
H 3.07531 -2.91974 -6.89701
H 5.05634 -2.64641 -3.71109
H 5.20548 -1.61639 -5.08959
H 5.30691 -3.41050 -5.20823
C 6.89880 5.76344 4.82067
C 6.15151 6.63255 3.81115
C 4.58578 6.63171 3.81175
O 4.09051 7.20331 2.61307
C 3.39447 6.20841 1.73958
N 6.56140 8.07819 3.99736
H 6.49219 8.31974 4.96541
H 7.53047 8.21330 3.64408
H 6.01356 8.81483 3.46939
H 6.28124 5.70311 5.69802
H 7.91726 6.15611 5.02904
H 7.04509 4.73553 4.49899
H 6.43858 6.30272 2.82547
H 4.15480 7.23988 4.64247
H 4.27723 5.61369 3.88062
H 2.78816 5.56190 2.36204
H 4.18537 5.59596 1.29897
H 2.77623 6.69035 0.95495
C -6.47048 5.37840 3.88320
C -6.80742 5.13720 5.27943
C -5.66264 5.08629 6.32693
O -6.31558 4.87685 7.58991
C -5.81205 3.77296 8.37578
N -7.78939 6.28982 5.72069
H -7.30918 7.15204 5.85858
H -8.51900 6.40691 5.05133
H -8.02404 6.09333 6.66172
H -5.66005 4.68148 3.66459
H -6.03111 6.38442 3.67770
H -7.30006 5.20788 3.20536
H -7.33335 4.20797 5.37924
H -5.09918 6.00379 6.30149
H -5.08506 4.20408 6.15512
H -5.60785 2.91307 7.71411
H -6.54963 3.50793 9.09927
H -4.88064 4.04530 8.86582
C -4.43891 -0.14000 -2.92537
C -4.32666 -0.69304 -4.36287
C -5.75561 -0.88555 -4.82334
O -5.71220 -1.21681 -6.18078
C -7.04246 -1.61635 -6.57483
N -3.66486 0.20796 -5.40861
H -3.00911 -0.43879 -5.84436
H -4.37588 0.43128 -6.09544
H -3.23656 0.92919 -4.88183
H -4.78512 -0.95259 -2.28661
H -5.19719 0.66670 -2.74347
H -3.52089 0.21940 -2.47765
H -3.82701 -1.65170 -4.38113
H -6.40324 0.03108 -4.72739
H -6.15565 -1.75464 -4.21772
H -6.94160 -2.09797 -7.52807
H -7.76228 -0.77739 -6.64058
H -7.45918 -2.28670 -5.82054
C 3.50185 -2.55327 0.42024
C 4.68771 -2.56079 1.38823
C 6.05687 -2.85411 0.65128
O 6.10340 -4.30005 0.57265
C 7.41596 -4.78691 0.52898
N 4.71298 -1.27462 2.10670
H 5.43710 -1.19122 2.79966
H 4.90552 -0.52873 1.48985
H 3.37868 -0.02191 3.17366
H 3.23299 -3.54610 -0.00386
H 3.60979 -1.83518 -0.42491
H 2.67727 -2.06117 0.90447
H 4.52365 -3.43226 2.05278
H 6.83234 -2.57912 1.36296
H 6.19345 -2.45198 -0.33034
H 7.41581 -5.85960 0.65883
H 8.01474 -4.37977 1.34887
H 7.94655 -4.57226 -0.41866
C -0.37936 4.76683 -2.29749
C 0.76257 5.36526 -3.08822
C 0.92205 4.72236 -4.48329
O -0.04299 5.30826 -5.28682
C -0.10949 4.76309 -6.61744
N 0.57737 6.80975 -3.36811
H 0.31275 6.88890 -4.34700
H -0.24677 7.21390 -2.91541
H 1.36764 7.41025 -3.16671
H -0.57722 5.27619 -1.34285
H -0.03077 3.80802 -1.99338
H -1.35662 4.65310 -2.85106
H 1.67324 5.28422 -2.48724
H 0.81216 3.65300 -4.40471
H 1.95466 4.81755 -4.91854
H -0.19172 3.67314 -6.54409
H 0.79406 5.01826 -7.19590
H -1.00729 5.12519 -7.12632
C -1.27638 -4.35080 3.49265
C -0.80515 -3.32758 4.53932
C 0.71546 -3.16875 4.65129
O 0.93527 -2.16425 5.64439
C 1.94731 -2.59625 6.57717
N -1.40411 -1.95406 4.40989
H -0.94063 -1.34327 5.10821
H -1.45807 -1.39878 3.47486
H -2.40517 -2.06537 4.64039
H -2.40648 -4.35317 3.45797
H -0.84789 -5.25378 3.92729
H -0.85572 -4.23123 2.48719
H -1.18777 -3.65293 5.51482
H 1.11835 -2.77350 3.71386
H 1.15315 -4.16366 4.81312
H 2.81518 -2.84910 6.02857
H 1.55395 -3.41854 7.17380
H 2.16469 -1.80333 7.26083
C -3.51803 -10.12360 -0.68918
C -2.73651 -9.90318 -1.95199
C -2.36587 -8.49602 -2.26149
O -1.18318 -8.12872 -1.50341
C -0.66337 -6.77478 -1.57435
N -1.42788 -10.73631 -1.83728
H -1.58164 -11.67998 -1.49409
H -0.99219 -10.78879 -2.79806
H -0.69165 -10.29006 -1.25815
H -3.13159 -9.48367 0.15010
H -3.49653 -11.15507 -0.38626
H -4.55339 -9.83002 -0.78691
H -3.23236 -10.38481 -2.77493
H -3.25780 -7.88926 -2.23967
H -1.98996 -8.28269 -3.21944
H 0.34138 -6.78198 -1.15235
H -1.28970 -6.05117 -1.06477
H -0.60732 -6.49450 -2.68620
C 0.08097 0.78000 2.03108
F 0.05731 0.58337 3.32501
F 0.40032 2.09685 1.82834
F 1.05397 0.04962 1.38710
S -1.57111 0.32723 1.35608
O -2.52561 1.14535 2.04405
O -1.41978 0.47804 -0.05424
O -1.67200 -1.08742 1.89365
O 3.07094 2.48670 4.92540
C 3.67839 1.56626 3.97177
O 2.85139 0.49367 3.77544
O 4.62512 1.95236 3.35750
H 2.71701 1.87362 5.58804
O 0.09365 0.97103 -3.07696
C -0.98654 1.14390 -4.02280
O -0.69389 0.51418 -5.13891
O -2.00667 1.83982 -3.85461
H -0.33986 1.09817 -2.16905



(2)
Molecular formula: C4H7NS2
Method: DFT, ωB97M-V/def2-TZVPD

Computed properties:
- orbital gap (eV) = 9.458
- spin multiplicity = 1

Geometry (Å):
C 2.81215 0.43950 0.01469
C 0.57833 -1.06859 -0.47974
C 0.03438 0.00724 0.32264
C -1.52086 0.28148 0.30254
N 4.00353 0.78327 0.13920
S 2.38514 -1.27709 -0.00334
S 1.06261 1.52727 0.09802
H 0.23633 -2.15915 -0.28847
H 0.45666 -0.92534 -1.57257
H 0.32773 -0.20763 1.29395
H -1.80171 1.31064 0.54212
H -1.99247 -0.57703 0.78396
H -1.73903 0.18972 -0.82725
H 4.30952 1.70092 0.01945



(3)
Molecular formula: C7H10
Method: DFT, ωB97M-V/def2-TZVPD

Computed properties:
- orbital gap (eV) = 10.346
- spin multiplicity = 1

Geometry (Å):
C -1.32500 -1.27162 0.00934
C -0.34219 -0.73594 -1.01117
C 0.09539 0.70046 -0.95186
C -0.52046 1.65564 0.04504
C 1.03692 -0.39538 -0.49989
C 1.39358 -0.44569 0.89240
C 1.93946 -0.28873 1.95249
H -2.18042 -0.60632 0.16875
H -1.70685 -2.25145 -0.29191
H -0.79382 -1.37108 0.96787
H -0.34560 -1.19887 -1.99651
H 0.39193 1.15996 -1.89180
H 0.16231 2.48161 0.26857
H -1.45141 2.07592 -0.35290
H -0.75295 1.16188 0.99307
H 1.89621 -0.61923 -1.12298
H 2.50290 -0.05116 2.82150



(4)
Molecular formula: C19H22N6O3
Method: DFT, ωB97M-V/def2-TZVPD

Computed properties:
- orbital gap (eV) = 8.151
- spin multiplicity = 1

Geometry (Å):
C 2.26831 0.18974 1.89500
C 2.64919 -0.10500 0.45086
H 3.12021 0.77529 0.00706
H 3.37400 -0.92032 0.42293
C 1.43023 -0.51893 -0.38797
C 0.40537 0.55114 -0.43786
C -0.79771 0.64217 0.21828
C -1.40867 -0.27653 1.13963
N -0.80956 -1.29721 1.58714
C -1.48515 -2.18348 2.48686
C -1.32069 -3.62472 1.99839
H -1.91489 -4.29355 2.62281
H -1.68958 -3.69738 0.97280
C 0.15303 -4.04330 2.03021
N 0.36962 -5.28446 1.34118
C 0.71599 -5.44482 0.04268
N 0.77394 -6.70032 -0.30392
C 0.44381 -7.40091 0.81174
C 0.18550 -6.54267 1.84115
H -0.09649 -6.71401 2.85976
H 0.41557 -8.47182 0.80248
H 0.92353 -4.61833 -0.60821
H 0.74837 -3.26614 1.54474
H 0.48912 -4.14565 3.06642
H -2.55407 -1.93939 2.59411
H -1.00942 -2.08402 3.46964
H -2.43575 -0.01169 1.42347
C -1.45014 1.86713 -0.20250
O -2.51688 2.34614 0.11169
N -0.54180 2.46061 -1.10928
C -0.60948 3.69903 -1.71993
C -1.84370 4.34928 -1.84361
C -1.91792 5.57198 -2.47007
C -0.76547 6.15800 -2.98633
C 0.46725 5.52744 -2.85795
C 0.54681 4.30642 -2.22705
H 1.51344 3.84271 -2.10566
H 1.34859 6.01011 -3.25149
N -0.84424 7.42687 -3.65184
O -1.93248 7.95799 -3.72939
O 0.18421 7.89236 -4.10049
H -2.86104 6.08536 -2.57566
H -2.72564 3.88858 -1.43205
N 0.59250 1.67342 -1.17605
H 1.18222 1.72799 -1.99332
H 0.96024 -1.39066 0.06650
H 1.75787 -0.76370 -1.40196
H 1.61279 1.05497 1.95187
H 1.74190 -0.65717 2.32578
H 3.15720 0.39147 2.48740



(5)
Molecular formula: C3H3O4Tb
Method: DFT, ωB97M-V/def2-TZVPD

Computed properties:
- orbital gap (alpha / beta) (eV) = 4.338 / 8.620
- charge = +3
- spin multiplicity = 8
- ⟨S²⟩ = 16.775

Geometry (Å):
C -0.19930 2.45358 -1.51359
C -0.99713 1.39787 -1.65463
H -1.66215 0.58442 -1.36903
Tb 1.79188 3.89535 -0.97159
O -1.16147 2.37111 -2.59608
O 0.69976 -0.55921 0.41529
C 0.56448 -1.52276 1.13005
O -0.59180 -2.08417 1.46108
O 1.58622 -2.09711 1.74210
H -1.32772 -1.61137 1.05006
H 1.29722 -2.82772 2.30632



(6)
Molecular formula: C3H7NO
Method: DFT, ωB97M-V/def2-TZVPD

Computed properties:
- orbital gap (eV) = 10.738
- spin multiplicity = 1

Geometry (Å):
C 1.46638 -0.40690 -0.27407
C 0.44257 0.59772 0.24101
N -0.87401 0.42461 -0.34318
C -1.81837 -0.29400 0.31313
O -1.65452 -0.79673 1.41023
H 2.42809 -0.25679 0.22730
H 1.62789 -0.30109 -1.35272
H 1.13087 -1.42906 -0.07219
H 0.77541 1.62559 0.06432
H 0.29774 0.46924 1.31599
H -1.05026 0.73350 -1.28723
H -2.77178 -0.36610 -0.24259



(7)
Molecular formula: C3H3NO2S
Method: DFT, ωB97M-V/def2-TZVPD

Computed properties:
- orbital gap (alpha / beta) (eV) = 8.335 / 8.338
- spin multiplicity = 1

Geometry (Å):
C -0.23195 -0.08063 -0.94253
C -0.65716 0.16944 1.10855
C 0.88782 0.23920 0.77389
N 1.12877 0.38139 -0.46934
O 0.74229 -0.68025 -3.11613
O -1.25031 0.20139 -0.13457
S -0.45723 -0.83298 -2.42991
H -0.84248 -0.64610 1.82942
H -0.82007 1.05782 1.73420
H 1.50031 0.19072 1.64642



(8)
Molecular formula: C3H5NO2S
Method: DFT, ωB97M-V/def2-TZVPD

Computed properties:
- orbital gap (eV) = 8.195
- spin multiplicity = 1

Geometry (Å):
C -1.83271 -0.77713 0.04791
C 1.61467 1.10596 0.77161
C -0.73294 -0.34442 -0.57093
N -2.82426 -1.36426 0.29683
O -0.38110 0.14603 2.13752
O 1.26250 -1.42291 1.26590
S 0.63300 -0.14678 1.17714
H 2.15774 0.82186 -0.10644
H 0.93510 1.96998 0.81649
H -0.01909 -1.01452 -0.98873
H -0.63235 0.70313 -0.88180
H -3.20837 -1.58064 1.16090



(9)
Molecular formula: C22H39AuCl2N4O4
Method: DFT, ωB97M-V/def2-TZVPD

Computed properties:
- orbital gap (alpha / beta) (eV) = 6.747 / 4.620
- spin multiplicity = 3
- ⟨S²⟩ = 2.014

Geometry (Å):
O 0.41385 -1.92388 -3.15132
C -0.02741 -2.82987 -2.48532
C -1.45621 -3.28723 -2.33043
C -2.52309 -2.58541 -1.71262
H -2.30550 -1.72580 -1.05629
C -3.79894 -3.12785 -1.84651
H -4.64601 -2.57534 -1.44547
C -3.97601 -4.36025 -2.47940
H -4.98105 -4.72536 -2.65829
C -2.87960 -5.11688 -2.92503
H -2.99921 -6.06345 -3.43212
C -1.60867 -4.60907 -2.77690
H -0.68803 -5.17923 -2.97387
H 0.70409 -3.41396 -1.86087
C 1.64804 -2.38864 0.41975
C 0.29928 -2.60419 0.98877
H 2.28014 -3.29061 0.68234
H 2.09867 -1.43900 0.85275
H 1.69642 -2.25453 -0.69690
C -0.46372 -3.69827 1.14258
C 0.03557 -4.58696 2.24663
H -1.26281 -4.03298 0.47754
H 0.03547 -5.65244 2.00011
H -0.49714 -4.32617 3.17847
H 1.06901 -4.29348 2.45033
Au -0.91712 -1.31865 1.64098
Cl -2.01934 0.37908 0.51872
Cl -1.86849 -0.26527 3.55722
H -2.88881 0.45500 -4.48379
H -2.96571 2.83786 -3.28342
C -2.51192 0.12096 -3.50179
C -2.50993 2.34846 -2.41209
N -1.75794 1.17837 -2.85231
H -1.86255 -0.74738 -3.64348
C -0.42177 1.09927 -2.67666
O 0.27156 1.99710 -2.19480
H -1.83168 3.03495 -1.90670
H 0.00475 0.13528 -3.02510
H -3.37539 -0.16288 -2.88332
H -3.30549 2.02791 -1.72905
H 5.62785 1.73385 -0.66345
H 4.48611 1.83511 -3.13238
C 5.09939 0.77687 -0.57702
C 4.04040 0.87560 -2.83028
N 3.89274 0.80752 -1.38276
H 4.81222 0.60656 0.46326
C 2.69315 0.87073 -0.75171
O 2.51332 0.64528 0.42534
H 3.05884 0.76960 -3.29488
H 1.88036 1.17606 -1.45508
H 5.74983 -0.02641 -0.93771
H 4.70094 0.06568 -3.17080
C 1.33743 1.35008 4.41350
N 0.69958 2.61827 4.14557
C 0.15910 3.35554 5.25995
C 0.36796 2.76728 2.81274
O 0.65565 1.88112 2.02567
N -0.28263 3.90120 2.33036
C -0.38567 5.24626 2.88307
C -0.59036 3.81755 0.91255
H 1.65014 1.36534 5.44917
H 2.18440 1.22150 3.74026
H 0.63302 0.53377 4.24528
H 0.74628 4.26385 5.45088
H -0.88921 3.63600 5.07712
H 0.21903 2.70753 6.13989
H 0.15651 5.97173 2.24411
H -1.44748 5.55612 2.91457
H 0.02778 5.28170 3.89583
H 0.33422 3.74923 0.30325
H -1.17104 2.89995 0.71942
H -1.16717 4.71030 0.61193



(10)
Molecular formula: C42H59N6O3PdSSbSi3
Method: DFT, ωB97M-V/def2-TZVPD

Computed properties:
- orbital gap (eV) = 4.155
- charge = +2
- spin multiplicity = 1

Geometry (Å):
Pd 0.46214 0.14083 0.32493
C 3.38292 0.75452 -2.48646
Sb 1.31649 0.88744 -1.97645
C 2.40518 -0.28750 0.39154
C 3.21563 0.33922 1.39224
C 2.77284 1.38162 2.21270
C 3.59524 1.83770 3.23992
C 4.81788 1.24041 3.38647
C 5.21228 0.19159 2.51167
N 4.44327 -0.25580 1.55351
Si 3.09064 -1.98557 -0.34762
C 2.11783 -2.49907 -1.82845
C 2.79490 -3.02342 1.16401
C 4.86754 -2.00863 -0.85132
C 0.98851 2.97857 -1.94217
C 0.18233 3.22833 -0.69734
C -0.56212 4.39870 -0.55376
C -1.11909 4.73371 0.65806
C -0.95992 3.87557 1.73817
C -0.30669 2.69024 1.53944
N 0.27283 2.36673 0.35950
Si 2.53795 4.13139 -1.80397
C 2.04506 5.85364 -1.36839
C 3.59104 3.57896 -0.37765
C 3.50433 4.18361 -3.37717
Si 0.04968 3.20310 -3.64346
C -1.61795 2.46011 -3.48491
C -0.02908 4.97027 -4.17918
C 1.02213 2.21623 -4.89637
H 3.76704 -0.24098 -2.27960
H 3.98889 1.50153 -1.98642
H 3.40459 0.92034 -3.56661
H 1.81364 1.82638 2.04204
H 3.28170 2.64056 3.89541
H 5.49394 1.55921 4.17320
H 6.18232 -0.27976 2.62686
H 1.04941 -2.32205 -1.76030
H 2.27701 -3.57482 -1.97845
H 2.49404 -2.00646 -2.72767
H 1.86221 -2.78197 1.68282
H 3.62211 -2.86036 1.86142
H 2.77657 -4.08253 0.88223
H 4.97148 -1.99826 -1.93960
H 5.29341 -2.95220 -0.48812
H 5.45140 -1.19831 -0.42241
H -0.66752 5.05915 -1.40700
H -1.67696 5.65660 0.76486
H -1.36942 4.10851 2.71169
H -0.21231 1.96022 2.33141
H 1.55133 5.90339 -0.39592
H 1.40501 6.34095 -2.10550
H 2.97066 6.43945 -1.29947
H 3.09557 3.85307 0.56044
H 4.55074 4.10874 -0.41078
H 3.80741 2.51258 -0.35145
H 2.92873 4.65867 -4.17721
H 3.84384 3.21195 -3.73131
H 4.39563 4.80020 -3.20904
H -2.07530 2.66722 -2.51656
H -1.58747 1.37415 -3.61886
H -2.28346 2.86152 -4.25851
H -0.92160 5.47969 -3.80238
H -0.08741 4.98113 -5.27422
H 0.84693 5.55283 -3.89622
H 1.00973 1.12705 -4.72806
H 2.06014 2.53777 -4.99715
H 0.53353 2.36373 -5.86689
N -6.96342 0.40310 4.07740
C -6.04891 0.52582 3.06558
C -6.28931 -0.05218 1.81297
C -5.35892 0.04339 0.80170
C -4.17780 0.74536 1.01450
C -3.92637 1.33223 2.25035
C -4.85114 1.22446 3.26829
S -3.00611 0.85154 -0.25442
O -2.53500 2.21035 -0.32356
O -3.53951 0.21909 -1.42311
N -1.64682 0.00587 0.21530
C -1.71835 -1.35466 0.36688
N -0.48872 -1.89776 0.30617
C -0.38114 -3.23066 0.38767
C -1.48691 -4.02564 0.53945
C -2.71482 -3.36053 0.62896
N -2.83500 -2.04398 0.55716
H -7.86002 -0.01069 3.90471
H -6.85363 0.91756 4.92998
H -7.22348 -0.57452 1.64016
H -5.54399 -0.40789 -0.16596
H -3.01329 1.89398 2.40608
H -4.66695 1.69843 4.22728
H 0.61115 -3.65265 0.31522
H -1.40634 -5.10230 0.58419
H -3.63719 -3.91733 0.76948
C -0.45068 -1.69344 9.03618
C -0.35973 -1.51156 7.54542
C -0.22893 -0.24324 6.98356
C -0.13369 -0.05336 5.61582
C -0.03039 1.36127 5.08861
C -0.16223 -1.18889 4.78119
C 0.00566 -1.11505 3.34981
O 0.17613 -0.10086 2.67021
C -0.32161 -2.48489 5.33097
C -0.40557 -3.74221 4.48850
C -0.41388 -2.61757 6.70086
H -0.42526 -0.74135 9.56379
H 0.37710 -2.30819 9.39719
H -1.37402 -2.21124 9.30241
H -0.20646 0.62332 7.63698
H -0.02427 2.06998 5.91625
H -0.87977 1.59459 4.43977
H 0.87369 1.50833 4.49247
H -0.02194 -2.07165 2.82090
H 0.53653 -3.96313 3.97888
H -1.18842 -3.68041 3.73238
H -0.63235 -4.59333 5.12631
H -0.53704 -3.60731 7.12964



(11)
Molecular formula: C4H6O
Method: DFT, ωB97M-V/def2-TZVPD

Computed properties:
- orbital gap (eV) = 9.545
- spin multiplicity = 1

Geometry (Å):
C -1.20533 -0.44118 0.16420
C 0.44737 0.53563 0.98592
C 1.45274 -0.04748 -0.00274
O 0.72688 0.38728 -1.17618
C -0.28519 0.77969 -0.25799
H -2.11303 -0.04970 0.62314
H -1.38293 -0.98417 -0.76626
H -0.76527 -1.14443 0.88902
H 1.62340 -1.12988 0.00229
H 2.41085 0.47580 0.11277
H -0.90948 1.61844 -0.57417